Computed, not measured: 15 unconnected molecules or ions with the total composition C90H225N15, with ωB97M-V/def2-TZVPD.

Properties
- highest occupied orbital energy (eV) = -8.01
- relative energy (zero: lowest compared OMol25 entry of this formula, charge and spin) (eV) = 4.708
- HOMO-LUMO gap (eV) = 8.7
- maximum force (hartree/bohr) = 0.065

Structure (XYZ):
```
330
Properties=species:S:1:pos:R:3:forces:R:3
N 0.20980 3.86146 -5.65764 -0.9 0.4 0.7
N -0.71200 -6.31955 0.62258 -0.4 -0.6 0.6
N -5.08231 4.11463 -3.86109 -0.3 0.3 1.7
N 5.78246 3.73958 0.91230 0.5 -0.9 -0.2
N -0.79275 -4.18962 -4.81747 -0.4 -0.1 0.1
N 7.56900 -1.30593 0.13554 0.7 -1.8 0.8
N -0.31644 -0.23725 0.02263 -0.8 1.2 0.5
N 4.24497 -6.07141 -1.14856 -0.7 0.3 -0.7
N -6.00450 -1.18902 -1.70840 -2.4 1.1 0.9
N 2.67446 0.36063 3.85744 1.8 -0.8 0.4
N -1.19054 2.21801 6.81361 -0.3 0.1 0.4
N -0.16226 6.04602 2.27743 0.1 0.3 -0.8
N -6.77716 2.15764 1.97820 0.4 0.0 -0.5
N 3.18298 0.04293 -4.89017 1.0 0.9 0.2
N -1.97561 -2.50245 6.20911 -1.0 -0.5 -0.8
C 1.80273 2.17588 2.42996 0.3 -1.0 -0.1
C -7.75318 0.24529 3.32284 -0.3 -0.5 -0.8
C -5.99943 4.25003 3.19246 0.5 -1.4 0.1
C 0.95634 4.86443 -4.89629 0.7 -0.2 0.9
C 3.56583 -5.46268 -2.33739 0.6 -1.3 0.1
C -2.93182 -2.92314 8.58491 -0.6 -0.9 -1.0
C 1.32045 4.03476 -7.88474 0.3 0.4 -0.5
C -4.15268 -0.16864 -3.00841 -0.3 -1.1 -0.2
C -1.07661 -5.41582 -4.08746 0.1 0.1 0.1
C -1.55450 3.64717 6.75452 0.5 -0.9 1.5
C -3.24322 -2.71607 5.50571 -0.8 1.4 -0.9
C -4.18301 6.01706 -5.23631 -0.3 -0.2 -0.1
C 4.04345 -2.23317 -4.44966 0.1 -0.4 -0.1
C 1.31950 4.49702 -3.41405 0.2 -0.3 -0.4
C -5.53497 -0.88483 -3.02266 0.9 0.7 -0.6
C 1.86383 6.18919 3.65274 0.4 1.0 -0.6
C 4.99965 -1.31502 0.10823 -0.2 -0.6 -1.4
C -1.12582 3.59628 -5.06552 0.8 -1.3 -1.2
C 6.32543 -0.55134 0.02616 -0.3 0.7 1.3
C -0.09321 1.14682 -2.08013 -0.4 1.0 1.0
C 1.40272 -0.13970 4.36700 -1.1 0.0 -0.7
C -2.31166 4.96924 3.08733 1.6 -0.3 -0.1
C -4.35931 4.55595 -2.65135 0.8 -3.2 0.3
C 0.80157 -1.35710 3.61119 0.5 0.4 0.0
C -2.53167 -8.00468 0.45093 0.3 0.1 -0.9
C 1.51131 0.55014 -6.58618 -1.1 -0.4 -0.3
C 0.47120 0.64296 7.73420 0.4 0.7 -0.4
C 1.50397 -1.79303 -0.45720 0.7 0.5 -0.1
C 3.78350 3.68351 -0.52757 -0.2 0.6 -0.4
C -0.82078 -4.39908 -6.25012 1.1 -0.5 -0.6
C 4.72017 1.92558 -4.03989 -0.9 -0.5 -0.2
C 6.42348 4.10539 2.18684 -1.0 -0.4 -0.3
C -3.20759 1.36327 5.44001 1.3 0.9 0.0
C 7.11720 5.19092 -0.60055 0.0 0.4 -0.4
C 1.29767 5.94344 2.24156 -0.5 -0.2 1.3
C 0.28499 -3.36163 6.60923 0.3 -0.1 0.1
C -2.13292 0.92976 1.29948 -0.3 -0.2 0.4
C -2.26641 -1.99756 7.57121 1.1 -0.6 0.6
C 4.87756 -5.02910 -0.34995 0.6 -1.2 0.4
C 9.25985 0.46708 0.76706 -0.4 0.6 -0.3
C -7.83617 -2.81254 -2.29256 -0.3 0.2 0.2
C 0.01549 -1.52758 -0.56585 0.9 0.3 0.6
C -2.54166 -5.82842 -4.09568 0.3 -1.1 0.3
C -6.79838 1.52702 0.63537 -0.4 0.5 0.5
C -5.67210 -2.34243 0.53360 -0.6 0.6 -1.1
C 0.05961 4.24275 -7.07066 0.6 0.3 0.1
C 0.32974 0.97390 -0.60109 -0.3 -1.7 -0.8
C -5.80803 3.29042 1.97237 -0.8 0.7 0.5
C 5.57173 3.68232 3.40321 0.7 0.2 -0.4
C 5.03150 -7.33315 -1.39051 -1.2 0.5 1.4
C -0.73954 4.84537 2.84996 -1.5 0.4 0.2
C 7.69116 -1.96273 1.48657 0.2 0.7 -0.3
C 2.82222 -1.33489 -4.64519 0.9 -0.6 0.3
C 2.01240 0.86570 -5.17784 0.5 0.3 -1.4
C 6.30686 -7.17583 -2.13911 0.0 0.5 -1.3
C -0.69007 6.39549 0.94176 -0.8 -0.2 0.6
C -6.32782 3.38746 -3.53486 0.7 -1.5 -0.9
C -5.41312 5.31655 -4.57270 0.3 0.6 -1.6
C 6.71805 3.75715 -0.24636 -0.2 1.3 0.9
C -3.13124 -3.05001 4.00610 0.6 -0.6 0.8
C 0.51892 -5.03971 -6.71478 -1.0 0.2 0.3
C -1.09270 -3.68458 6.09191 -0.3 1.0 1.1
C -7.48459 -1.42653 -1.74024 1.1 -0.3 -0.2
C 8.97475 -2.72451 1.73038 0.1 -0.8 -1.0
C -1.37576 4.26174 8.20363 0.4 0.0 -1.5
C -6.68064 2.54124 -4.75197 -0.8 0.3 -0.9
C -0.51048 5.34254 -0.14079 0.5 0.2 0.1
C 8.76044 -0.52176 -0.28918 -1.3 0.1 0.4
C 2.61125 -6.43231 -3.04053 0.4 0.3 0.3
C 3.97842 0.61003 -3.76876 -0.1 -0.1 -0.7
C -2.02064 -4.55002 -0.49601 -1.3 1.0 0.6
C 5.20253 -5.57614 1.06088 0.3 0.9 -0.6
C -6.57660 1.14278 3.01851 0.3 0.6 0.0
C -1.64231 1.41976 5.67215 -1.4 -0.2 0.1
C -1.63034 2.27948 -5.70103 -0.7 0.1 0.5
C -1.07305 -1.80150 -4.80146 -0.2 0.1 0.0
C 2.71028 0.90675 2.49088 -2.5 1.1 1.3
C -3.78056 3.26494 -1.93806 0.2 1.3 -0.3
C 0.60199 -5.85084 0.22576 0.9 0.3 1.5
C 0.24643 2.01705 7.04204 -0.5 -1.2 0.5
C -1.19342 -7.51392 -0.12639 0.0 0.9 1.4
C -1.78756 -0.09025 0.22331 0.6 0.9 0.0
C 3.96746 -1.25938 5.39337 -0.1 1.1 -1.3
C -1.66121 -5.20138 0.83119 1.3 -0.3 -1.3
C 3.76236 -0.63704 3.93066 -0.2 -0.4 1.7
C 1.28488 -4.94509 1.33976 -0.6 -0.2 -0.8
C -1.72256 -3.16225 -4.44201 1.3 2.5 0.4
C -7.70617 2.37332 -0.24186 0.5 -0.8 -0.3
C -5.19380 -2.08309 -0.93456 0.9 0.0 1.5
C 4.49620 4.40629 0.63453 0.6 -1.3 -0.1
H 4.23124 -5.14485 -3.14009 0.8 0.1 0.0
H 5.27906 1.88051 -4.97461 0.0 -0.1 0.0
H -1.06389 -1.64895 -5.88070 -0.2 0.3 0.0
H 10.02510 -0.00029 1.38679 -0.1 0.3 0.1
H 6.27717 5.81818 -0.89887 -0.1 -0.2 -0.5
H 2.24203 1.92947 -5.23914 0.5 0.0 0.3
H 2.06543 -1.14331 -1.12856 0.0 0.1 -0.3
H -1.09294 4.43771 0.03274 0.1 -0.1 0.1
H 0.27077 1.87373 0.01122 -0.8 -0.1 0.0
H 3.11664 -1.79277 5.81729 -0.1 -0.2 -0.4
H 1.31470 -6.67444 0.18299 -0.3 -0.5 -0.2
H -1.84910 -3.09162 -3.36169 0.0 -0.6 0.2
H -1.75580 6.59162 1.05951 -0.1 0.2 0.0
H 9.85260 -2.08019 1.77870 0.0 -0.1 0.0
H 6.29040 3.26094 -1.11756 -0.2 0.0 0.1
H 0.88138 -3.94068 1.46801 -0.2 0.1 -0.2
H -5.47033 5.19932 3.10881 -0.1 0.0 -0.3
H -3.75456 -1.75639 5.58095 -0.2 0.2 0.1
H -3.23412 3.55512 -1.04068 0.0 0.1 0.2
H -0.43042 -6.19723 -4.48736 -0.2 -0.2 -0.1
H -6.21417 -0.21777 -3.55353 -0.4 0.2 0.5
H -1.84256 4.40132 -5.22766 0.0 0.3 -0.2
H -3.00964 -2.46439 9.57061 0.1 0.0 -0.1
H 2.95102 6.12679 3.60556 0.1 0.0 0.1
H 4.23785 -4.15640 -0.21854 -0.5 -0.3 -0.1
H 0.06310 -0.21802 7.20480 0.1 0.1 -0.1
H 0.74311 -2.51332 6.10071 -0.1 -0.1 -0.3
H -6.01297 5.96583 -3.93497 0.1 0.6 0.1
H -5.80787 1.37830 0.20540 0.6 0.6 -0.1
H -3.53736 2.36092 5.15010 -0.3 -0.1 -0.3
H 1.90951 5.27304 -2.92641 -0.1 0.4 -0.3
H -7.34347 -0.61414 3.85351 -0.3 0.1 0.5
H -4.56558 2.57390 -1.63098 0.1 0.0 -0.1
H -4.93478 -3.02282 -1.42233 -0.4 -0.5 -0.3
H -6.94440 3.15294 -5.61473 0.1 0.2 -0.1
H -1.10679 -4.42460 1.35780 0.0 -0.2 0.4
H 4.26538 3.82171 -1.49546 0.2 0.4 0.0
H 1.54870 0.53272 7.85645 0.1 -0.3 0.0
H -0.40896 -8.26500 -0.03360 0.0 -0.1 0.2
H -1.87843 1.96490 1.07186 0.4 0.0 -0.1
H -0.26992 4.68961 3.82120 -0.1 0.0 0.0
H 1.16951 -5.43644 2.30587 0.0 -0.2 0.0
H 7.52188 5.77845 0.22355 0.3 -0.5 0.3
H -2.68599 4.09199 3.61498 0.1 -0.1 0.0
H 2.34773 -4.79894 1.14720 0.0 -0.2 -0.2
H 1.66846 4.96335 1.94149 -0.2 -0.3 -0.5
H -5.83414 -1.39528 1.04815 0.0 0.2 -0.1
H -2.83411 -8.86263 -0.14954 -0.2 -0.2 0.2
H -3.36014 -0.91341 -3.08119 0.2 0.1 0.2
H -3.19456 -5.22493 -3.46511 0.1 0.3 -0.4
H -0.03434 -1.71466 -4.48268 0.1 -0.5 0.1
H -3.28554 -7.23502 0.28540 -0.1 0.0 0.1
H -2.71983 -3.18758 -4.88122 -0.2 -0.4 -0.2
H -0.97662 1.42435 -5.52926 0.0 0.2 0.5
H 6.35760 0.15091 -0.80685 0.0 -0.5 -0.5
H -0.73150 -5.28426 -3.06193 -0.1 0.1 0.2
H -0.34608 4.57498 8.37608 0.1 0.2 -0.3
H 1.10102 4.34705 -8.90573 -0.1 -0.4 -0.3
H 0.17937 0.26923 -2.66634 0.1 0.3 -0.1
H 2.77439 4.07570 -0.65398 -0.1 0.1 0.1
H -5.58911 -1.78779 -3.63078 0.8 -0.3 -0.5
H -5.86321 1.90797 -5.09676 0.2 0.0 0.4
H 6.67978 5.16477 2.19775 0.0 0.4 0.3
H 1.90017 2.54268 1.40816 0.1 0.7 0.2
H -4.03489 0.38185 -2.07503 -0.1 0.0 -0.1
H 1.41641 -0.38915 5.42799 0.7 0.0 0.0
H 3.70311 2.59833 -0.46414 0.1 -0.1 0.7
H 6.84683 -2.62652 1.67257 -0.1 0.1 -0.3
H 1.35752 -4.39936 -6.44130 -0.1 0.1 -0.1
H -2.90546 -5.96578 -5.11395 -0.3 0.3 0.1
H 0.78673 2.13801 6.10313 0.3 -0.3 -0.4
H 4.81337 -1.97340 -5.17619 0.1 0.1 0.1
H 8.44232 0.83739 1.38562 -0.1 -0.2 0.2
H 4.69672 -0.14793 3.65525 0.0 0.2 0.1
H 6.94053 -6.39204 -1.72408 0.0 0.0 0.0
H 1.53925 5.54666 4.47121 -0.2 -0.3 -0.4
H -0.23453 7.33707 0.63515 0.1 0.0 0.0
H 1.62508 6.68246 1.51029 0.4 0.1 0.3
H -2.32014 -2.46004 3.57932 0.1 -0.2 -0.2
H -3.92419 -3.18907 8.22080 -0.3 0.2 0.3
H 0.32644 2.09233 -2.42364 0.5 -0.3 -0.5
H -7.05382 4.39553 3.42738 0.0 0.2 -0.4
H 9.63836 -1.08692 -0.60214 -0.4 -0.7 -0.1
H 1.86093 -1.51793 0.53527 -0.1 -0.3 0.2
H 4.86857 -1.99614 -0.73260 0.6 -0.7 0.0
H -1.37094 0.36529 5.72283 0.5 0.1 0.6
H -2.88983 5.05984 2.16775 0.1 0.1 -0.1
H 1.01779 -0.41957 -6.65084 0.1 -0.2 0.1
H -0.77653 3.74624 -7.56307 0.2 -0.3 0.4
H 5.97311 -6.87664 -3.13269 0.7 0.2 -0.4
H 9.64458 1.37625 0.30502 0.4 -0.1 -0.1
H 3.98785 2.73058 -4.10139 0.4 0.3 0.1
H -3.41036 0.64892 4.64208 0.0 0.1 -0.1
H 7.69315 -1.23682 2.29968 -0.6 0.7 0.1
H 0.49582 -1.09709 2.59778 0.1 0.0 -0.2
H 7.35968 3.55948 2.30357 0.1 -0.1 -0.4
H -2.53300 -5.42693 1.44536 0.1 -0.4 -0.1
H -0.05706 -1.82231 4.09538 -0.1 0.3 0.3
H 4.65043 5.46955 0.45072 -0.2 0.3 -0.4
H 3.28001 0.74772 -2.94331 0.0 0.1 0.7
H 7.87534 5.16314 -1.38320 -0.1 0.2 -0.2
H 2.18187 -5.88623 -3.88049 -0.6 -0.1 0.1
H 6.28880 0.14203 0.86639 -0.1 0.5 0.5
H -3.94242 -3.42926 5.94226 0.2 -0.4 0.4
H 1.89490 -6.85305 -2.33489 -0.3 0.2 -0.2
H -2.32354 0.22166 -0.67310 0.1 0.0 -0.5
H 2.26357 0.56730 -7.37481 0.5 0.0 0.4
H -7.11454 0.48388 0.63372 -0.6 0.1 0.5
H 3.14999 -7.26321 -3.49601 0.2 0.0 0.1
H -1.52397 3.52167 8.99003 -0.8 0.1 -0.2
H 0.49597 -5.19159 -7.79390 0.2 -0.2 0.0
H 1.58295 -2.11603 3.57132 0.0 -0.2 -0.2
H -0.92216 4.15525 6.02645 0.2 0.4 -0.2
H -2.62918 2.08003 -5.31292 -0.1 -0.3 0.2
H 0.60778 -5.42538 -0.77776 0.1 0.5 -0.2
H 8.92882 -3.35736 2.61666 -0.1 0.4 0.3
H -4.00566 0.51107 -3.84774 -0.2 0.0 0.0
H -0.97464 -3.48554 -6.82446 0.1 0.3 0.4
H 7.66596 3.26137 -0.03714 -0.3 -0.5 0.5
H -6.64821 -2.82614 0.49714 0.1 -0.4 0.3
H 1.95570 3.61792 -3.31141 -0.1 -0.3 -0.4
H -0.48525 -2.24325 0.08620 -0.3 -0.3 -0.5
H -3.48472 6.55021 -4.59115 -0.3 0.0 0.3
H -4.98328 5.01790 -1.88626 -0.2 0.8 -0.3
H -1.69625 0.62539 2.25067 0.2 0.2 0.1
H 4.80413 -1.86956 1.02603 0.3 0.1 0.1
H -5.75135 0.50204 2.70786 0.5 -0.2 0.2
H 3.09640 -4.52555 -2.03819 -0.4 -0.2 0.3
H -2.53375 -3.63198 -0.20964 0.1 0.5 -0.2
H -0.78091 5.72619 -1.12455 0.0 0.1 0.0
H -4.22016 -1.61181 -0.80033 0.2 0.2 -0.2
H 0.55610 5.11780 -0.14453 0.0 -0.5 -0.4
H 5.29649 2.63608 3.27014 -0.2 0.0 0.1
H 5.72826 -4.59930 -0.87880 0.7 0.0 0.1
H 1.83521 -2.80042 -0.70927 -0.4 -0.2 0.1
H -0.18302 5.30025 -7.17514 -0.2 0.5 0.2
H -7.38286 -2.99588 -3.26672 0.0 0.2 0.0
H -1.13677 1.78260 4.77724 -0.2 0.2 -0.7
H -3.04894 2.77781 -2.58267 -0.2 -0.2 -0.2
H 5.85022 -6.45040 1.12628 -0.2 -0.1 -0.4
H -7.50390 -3.62595 -1.64753 -0.1 0.1 0.2
H 5.40614 2.03954 -3.20051 0.0 0.5 -0.1
H 1.24738 0.81257 -4.40323 -0.3 -0.4 0.0
H -5.59833 3.76179 4.08062 0.2 0.0 0.2
H -4.48477 6.72160 -6.01133 -0.3 0.1 0.2
H 3.72824 1.18493 2.21796 0.0 -0.3 0.0
H -6.06993 5.04631 -5.39954 -0.1 0.0 -0.1
H -7.35357 3.40416 -0.20824 -0.4 0.0 -0.2
H -1.29867 -7.36406 -1.20090 -0.2 0.4 -0.4
H -7.95863 -1.20051 -0.78510 0.3 -0.5 0.4
H -0.98060 -4.05729 5.07376 -0.4 0.4 -0.1
H 1.88142 5.05847 -5.43913 0.1 -0.1 0.1
H 8.32436 -0.07652 -1.18344 0.7 0.6 -0.1
H -4.77361 3.00650 1.77882 0.5 -0.6 0.8
H 4.30779 -8.01688 -1.83421 0.3 0.0 -0.4
H 4.84927 -1.89982 5.41201 -0.1 0.0 -0.1
H -8.91652 -2.88017 -2.42053 -0.1 -0.2 0.0
H 2.11443 4.73382 -7.62205 0.1 -0.1 0.4
H 0.28608 -3.06921 7.65927 0.0 -0.4 0.1
H 4.24259 -5.77716 1.53649 0.2 -0.1 0.3
H -2.49070 5.83574 3.72391 0.0 0.1 -0.1
H -4.95469 -2.88360 1.15049 0.0 -0.3 -0.4
H -4.02781 -2.93479 3.39702 -0.2 0.4 0.4
H -3.81653 1.09153 6.30225 0.4 -0.2 0.3
H -1.76747 2.27602 -6.78236 0.1 0.5 0.0
H -3.21168 0.94668 1.45469 -0.2 -0.1 -0.1
H -8.73492 2.27947 0.10595 0.1 0.2 0.0
H -2.57434 -6.81441 -3.63215 -0.1 -0.2 0.0
H -2.51904 -8.27690 1.50632 0.3 0.1 -0.1
H 6.23631 3.74290 4.26504 -0.2 0.0 0.2
H -6.19600 2.61872 -2.77344 0.5 0.5 0.4
H 2.19996 -1.40049 -3.75267 -0.5 -0.2 0.3
H -2.91668 -4.11862 3.99454 0.4 0.0 -0.6
H 5.26488 -7.82397 -0.44567 -0.3 0.4 0.4
H -1.68900 -5.00514 -6.50892 0.0 -0.5 -0.3
H 2.01243 2.86666 3.24664 0.5 0.3 -0.3
H -3.51997 5.14520 -3.02067 -0.2 0.3 0.6
H -3.58359 5.28551 -5.77819 -0.2 -0.3 0.1
H 1.40473 0.79639 -0.63272 0.1 -0.2 0.2
H -6.31863 1.59517 3.97606 0.3 0.3 -0.2
H 0.73687 2.71811 7.71736 -0.7 0.5 0.0
H 5.76576 -4.79370 1.56948 -0.3 0.1 0.4
H 9.09622 -3.43853 0.91581 0.3 0.0 -0.2
H -1.52248 -4.49474 6.68099 0.0 -0.5 0.1
H 1.59631 7.21156 3.91974 0.1 0.0 0.2
H -1.57167 -0.97653 -4.29265 -0.3 0.1 -0.3
H 4.78775 -0.04479 -3.44581 -0.5 -0.6 -0.1
H 3.86911 4.36067 1.52492 0.1 -0.2 0.1
H 2.31340 -1.81256 -5.48246 -0.4 0.7 -0.1
H 0.75226 1.24907 -6.93753 -0.1 0.2 0.4
H 4.46807 -2.25628 -3.44603 0.0 0.3 0.0
H 3.63259 -1.40485 3.16796 -0.1 -0.5 0.0
H 3.76320 -3.26277 -4.67209 -0.1 -0.1 0.0
H 1.72296 3.02185 -7.87519 -0.2 0.1 0.0
H -1.05141 3.48274 -3.98400 0.2 -0.2 0.0
H -1.14545 -4.25237 -1.07356 -0.2 -0.3 -0.1
H 4.10381 -0.73784 -0.12075 0.3 0.9 0.6
H -5.91184 3.91386 1.08432 -0.9 -0.1 -0.2
H 0.72008 0.70993 4.35185 -0.2 -0.1 -0.3
H 4.68935 4.29262 3.59567 0.0 -0.1 -0.1
H -7.17294 3.98653 -3.19577 0.0 0.5 -0.1
H -8.59169 0.72070 3.83175 0.3 0.1 0.3
H 0.74768 1.93837 2.56618 -0.1 -0.4 -0.1
H -8.18199 -0.19461 2.42244 0.0 0.1 -0.3
H 0.65081 -5.97925 -6.17814 0.1 -0.1 -0.3
H 0.87565 -4.25917 6.42581 0.4 0.2 0.4
H -7.56716 1.92005 -4.62425 0.0 -0.1 0.4
H 0.47445 5.83986 -4.82989 -0.6 0.3 -0.3
H -7.93040 -0.66257 -2.37720 0.3 0.0 -0.3
H 2.22110 0.21513 1.80498 0.5 -0.3 -0.5
H 4.14097 -0.41423 6.05948 0.1 0.0 0.1
H 0.04005 0.64973 8.73529 -0.1 0.2 0.0
H -2.80648 -5.03165 -1.07789 0.4 -0.6 -0.3
H -2.26315 -1.03082 0.50123 0.5 -0.3 0.1
H -2.88791 -1.10222 7.55670 0.3 0.2 -0.6
H 6.91099 -8.07692 -2.24470 -0.2 -0.1 0.2
H -2.58475 3.75014 6.41380 0.0 -0.1 0.2
H -2.42926 -3.88933 8.62980 0.3 0.1 0.4
H 0.47907 4.32898 -2.74060 -0.3 0.1 -0.3
H -1.30671 -1.76301 8.03170 0.0 0.5 -0.2
H -7.63981 1.97213 -1.25317 -0.2 0.3 -0.2
H -2.00563 5.15057 8.24022 -0.1 -0.1 0.6
H -0.45005 3.99429 2.23357 -0.4 -0.5 -0.1
H -0.25186 -1.61305 -1.61909 -0.6 -0.3 -0.2
H -1.16188 1.33127 -2.18985 -0.3 -0.3 0.1
```
Positions in Å, forces in eV/Å.